No. 1
This record from OMol25 describes a cluster of 7 separate species, C28H66N3O6 in total. The level of theory is the ωB97M-V functional and the def2-TZVPD basis.

As for the total energy: -1721.9087 Ha. Its net charge is +1. Its orbital gap is 8.8 eV.

Structure (XYZ):
```
103
Properties=species:S:1:pos:R:3:lowdin_charge:R:1
C -2.9389 -0.6311 8.1157 -0.0723
C -2.3077 -1.9474 7.6626 -0.1857
C -2.4420 -2.2843 6.1749 -0.3014
C -2.8921 -3.7211 5.9358 -0.0158
N -1.1440 -2.0671 5.4076 0.0026
C -1.3818 -2.1208 3.8718 -0.1656
N -0.4475 -1.2888 3.1951 0.0810
C -0.3860 -0.8814 5.8101 -0.2265
C -0.9430 0.3796 5.7650 -0.0134
C -0.1465 1.4493 6.1513 -0.0139
C 1.1594 1.1787 6.5588 -0.1121
N 1.6900 -0.0410 6.5914 0.1001
C 0.9280 -1.0639 6.2261 -0.0735
H -3.3950 -0.7429 9.0920 0.0808
H -3.7199 -0.3164 7.4258 0.0786
H -2.2178 0.1785 8.1618 0.0665
H -2.7986 -2.7554 8.1994 0.1122
H -1.2640 -1.9907 7.9675 0.1192
H -3.1716 -1.6117 5.7314 0.1349
H -3.9753 -3.7670 5.9556 0.1019
H -2.5115 -4.3735 6.7175 0.0946
H -2.5632 -4.1176 4.9806 0.0721
H -0.5632 -2.8773 5.6189 0.1732
H -2.4153 -1.8299 3.7100 0.1375
H -1.2622 -3.1505 3.5572 0.1078
H 0.0383 -1.8194 2.4828 0.0742
H -0.8869 -0.5040 2.7388 0.1025
H -1.9603 0.5425 5.4406 0.1318
H -0.5206 2.4594 6.1421 0.1169
H 1.7977 1.9968 6.8576 0.1111
H 1.3700 -2.0511 6.2543 0.1261
C -2.6577 -5.3130 0.8999 -0.0530
C -2.0220 -3.9547 0.6588 -0.4870
C -1.7839 -3.6855 -0.8126 -0.0453
O -0.7929 -3.8431 1.4047 -0.0866
H -2.0016 -6.1054 0.5316 0.0875
H -2.8279 -5.4858 1.9640 0.0720
H -3.6115 -5.3952 0.3800 0.0870
H -2.6659 -3.1740 1.0728 0.1325
H -1.1070 -4.4419 -1.2224 0.0898
H -1.3332 -2.7084 -0.9665 0.0743
H -2.7193 -3.7305 -1.3714 0.0896
H -0.1884 -4.5109 1.0614 0.0969
C 1.8109 -1.4102 -2.9639 -0.0592
C 0.5807 -0.5230 -3.0418 -0.4958
C 0.8012 0.6798 -3.9410 -0.0597
O 0.2012 -0.1045 -1.7222 -0.0715
H 2.6368 -0.8415 -2.5307 0.0711
H 1.6299 -2.2679 -2.3149 0.0732
H 2.1153 -1.7725 -3.9462 0.0815
H -0.2697 -1.0976 -3.4141 0.1348
H 1.6221 1.2910 -3.5526 0.0849
H -0.0919 1.3016 -3.9841 0.0828
H 1.0496 0.3776 -4.9574 0.0654
H 0.9440 0.3958 -1.3650 0.0761
C 2.7864 -0.4043 2.3642 -0.0656
C 3.4037 -1.4615 1.4636 -0.4987
C 4.7410 -1.9623 1.9827 -0.0527
O 3.5269 -0.9621 0.1341 -0.0529
H 3.4272 0.4796 2.4151 0.0685
H 1.8251 -0.0937 1.9551 0.0675
H 2.6326 -0.7746 3.3794 0.0703
H 2.7096 -2.3021 1.3794 0.1312
H 5.4572 -1.1380 2.0312 0.0846
H 5.1482 -2.7234 1.3183 0.0826
H 4.6457 -2.3869 2.9827 0.0799
H 4.1594 -0.2352 0.1423 0.0918
C 4.4218 5.1226 4.8995 -0.0573
C 3.1490 4.4668 4.3884 -0.5103
C 3.3999 3.0515 3.8891 -0.0793
O 2.5345 5.2582 3.3760 -0.0467
H 5.1543 5.1989 4.0917 0.0836
H 4.2131 6.1285 5.2610 0.0823
H 4.8703 4.5468 5.7099 0.0806
H 2.4110 4.4385 5.1936 0.1286
H 4.1016 3.0626 3.0506 0.0815
H 2.4689 2.6026 3.5389 0.0692
H 3.8193 2.4197 4.6744 0.0791
H 3.1501 5.3293 2.6383 0.0892
C 1.6320 0.8322 -8.2168 -0.0625
C 0.4118 1.7397 -8.2557 -0.4971
C 0.6179 2.9238 -9.1836 -0.0550
O 0.0685 2.1769 -6.9378 -0.0637
H 2.4983 1.3842 -7.8408 0.0818
H 1.4593 -0.0179 -7.5558 0.0699
H 1.8760 0.4542 -9.2098 0.0808
H -0.4546 1.1663 -8.5896 0.1300
H 1.4565 3.5353 -8.8369 0.0825
H -0.2727 3.5498 -9.2068 0.0667
H 0.8287 2.5974 -10.2017 0.0849
H 0.8068 2.6985 -6.6046 0.0838
C -3.9325 1.7063 -9.7315 -0.0591
C -3.4522 3.1300 -9.9665 -0.5065
C -4.6057 4.0721 -10.2725 -0.0615
O -2.4746 3.1701 -11.0055 -0.0594
H -4.4262 1.3234 -10.6289 0.0820
H -3.0912 1.0517 -9.5039 0.0691
H -4.6434 1.6589 -8.9060 0.0801
H -2.9226 3.4820 -9.0792 0.1319
H -5.1180 3.7547 -11.1850 0.0814
H -4.2397 5.0865 -10.4270 0.0798
H -5.3341 4.0840 -9.4611 0.0795
H -2.8926 2.8676 -11.8189 0.0869
```


No. 2
This record from OMol25 describes a cluster of 7 separate species, C28H67BN12O14S in total at a distorted geometry. The level of theory is the ωB97M-V functional and the def2-TZVPD basis.

As for the total energy: -3240.4477 Ha. Its orbital gap is 9.4 eV.

Structure (XYZ):
```
123
Properties=species:S:1:pos:R:3:lowdin_charge:R:1
C -5.1712 5.1249 -4.7390 -0.1642
C -4.0938 5.5030 -5.9380 -0.2682
C -2.5559 5.7255 -5.4111 -0.2263
C -2.4381 6.6954 -4.0713 -0.1956
C -1.2597 7.8496 -4.2739 -0.2214
C 0.0616 7.5845 -3.3110 -0.2176
C 0.8312 6.1710 -3.6230 -0.2111
C 1.0049 5.1786 -2.3219 -0.2088
C 2.6002 4.9224 -1.8997 -0.2017
C 2.7319 3.8963 -0.5905 -0.1972
C 2.6924 2.3694 -1.1906 -0.1654
C 2.6710 1.1899 -0.0196 -0.2042
C 3.0178 -0.2228 -0.7542 -0.1002
C 2.9818 -1.5605 0.1861 -0.4300
C 3.5915 -1.3974 1.6908 -0.1555
C 2.9532 -2.3817 2.8341 -0.1187
C 3.9772 -2.6598 -0.5911 -0.0854
C 3.7597 -4.2053 -0.1024 -0.1578
O 2.5834 -4.8834 -0.7413 -0.1116
C 2.2934 -6.0707 0.1301 -0.2172
O 1.6862 -5.9463 1.3429 -0.0521
C 2.6732 -7.6289 -0.3397 -0.1457
C 1.3151 -8.6005 -0.4209 -0.1211
O 1.6304 -2.1274 0.0967 -0.3113
S 0.4384 -1.1132 0.7626 1.0956
O -0.9304 -1.8425 0.5008 -0.4402
O 0.2985 0.3705 -0.0693 -0.2605
C 1.2040 1.2835 0.6998 -0.2508
O 1.2491 0.8658 2.1395 -0.0675
B 1.0574 2.0321 3.0281 -0.4868
O -0.2772 2.7000 3.1533 0.0597
O 2.1513 2.6411 3.8614 0.0521
H -4.6767 4.3505 -3.9778 0.0845
H -6.1158 4.5838 -5.1912 0.0684
H -5.5602 6.0710 -4.1603 0.0681
H -4.0465 4.6141 -6.7327 0.1086
H -4.4997 6.4950 -6.4565 0.1107
H -1.9445 6.2350 -6.2782 0.1043
H -2.0781 4.6809 -5.1105 0.0951
H -3.4865 7.2337 -3.8806 0.1066
H -2.1317 6.0399 -3.1366 0.1158
H -1.7589 8.8686 -3.9139 0.1036
H -0.9866 8.0033 -5.4118 0.1053
H 0.8278 8.4877 -3.4074 0.1082
H -0.3564 7.5433 -2.1976 0.1060
H 0.1968 5.6075 -4.4513 0.0849
H 1.9199 6.3301 -4.0842 0.1152
H 0.3785 5.6270 -1.4166 0.1072
H 0.4965 4.1234 -2.5484 0.0921
H 3.1762 5.9386 -1.7243 0.1148
H 3.0722 4.3408 -2.8023 0.1017
H 1.8321 4.1675 0.1182 0.1049
H 3.7170 4.1158 0.0411 0.1229
H 1.7028 2.1902 -1.8286 0.1347
H 3.6247 2.2343 -1.9036 0.1276
H 3.5341 1.4013 0.7590 0.1586
H 2.2836 -0.3325 -1.6824 0.1523
H 4.1092 -0.1508 -1.2220 0.1418
H 4.7470 -1.6915 1.6166 0.1299
H 3.5779 -0.3107 2.1327 0.1051
H 2.8073 -1.7258 3.8212 0.0898
H 1.9002 -2.8254 2.5896 0.0746
H 3.7119 -3.2417 3.1628 0.0936
H 3.6423 -2.6149 -1.7350 0.1441
H 5.1108 -2.3512 -0.5339 0.1357
H 4.7017 -4.8167 -0.5084 0.1415
H 3.7506 -4.3730 1.0555 0.1230
H 3.1425 -7.5838 -1.4289 0.1167
H 3.4862 -8.1109 0.3877 0.1308
H 1.6111 -9.7559 -0.3846 0.0916
H 0.6008 -8.3158 0.4915 0.0691
H 0.8060 -8.3619 -1.4599 0.0865
H 0.7462 2.3746 0.7162 0.1750
H -0.5400 2.7886 4.1207 0.1262
H 2.4204 2.0091 4.5966 0.1200
C -0.0068 2.5500 -5.1285 -0.6838
O -0.1404 3.5735 -4.4765 -0.0350
N 0.9519 2.4014 -6.0606 0.1639
N -0.8062 1.4792 -4.9735 0.1736
H 1.0776 1.5665 -6.6076 0.1020
H 1.5753 3.1841 -6.2088 0.1132
H -1.5411 1.5494 -4.2818 0.1106
H -0.7118 0.6278 -5.5010 0.0621
C -2.2939 -0.6005 4.0541 -0.7029
O -1.8185 0.0619 4.9629 0.0061
N -1.7789 -0.6056 2.8113 0.1682
N -3.3752 -1.3846 4.2140 0.1598
H -2.1563 -1.1443 2.0500 0.0737
H -0.9642 -0.0287 2.6481 0.0649
H -3.7939 -1.4095 5.1346 0.1048
H -3.7811 -1.9372 3.4778 0.1056
C -4.8104 1.5439 7.5006 -0.7277
O -5.6857 2.1838 8.0617 0.0152
N -4.5155 1.7019 6.1976 0.1602
N -4.0622 0.6233 8.1351 0.1489
H -3.7985 1.1843 5.7180 0.0593
H -5.0554 2.3853 5.6829 0.1127
H -4.2519 0.4732 9.1173 0.1094
H -3.3371 0.0864 7.6901 0.0877
C -1.7238 -2.4054 -4.8146 -0.7058
O -1.0630 -1.5533 -5.3872 0.0110
N -1.5557 -3.7227 -5.0299 0.1551
N -2.6793 -2.1034 -3.9171 0.1621
H -2.0902 -4.4391 -4.5683 0.1009
H -0.8463 -3.9931 -5.6985 0.1131
H -2.8381 -1.1228 -3.7257 0.1108
H -3.2338 -2.7910 -3.4355 0.1029
C 2.1516 -3.3365 6.8622 -0.7245
O 3.2840 -3.1227 6.4590 0.0125
N 1.1983 -3.8921 6.0926 0.1569
N 1.7556 -3.0358 8.1122 0.1480
H 0.2603 -4.0758 6.4066 0.0982
H 1.4548 -4.1338 5.1444 0.1038
H 2.4427 -2.6158 8.7244 0.1120
H 0.8276 -3.2042 8.4623 0.0969
C -2.5695 -7.7371 2.4450 -0.7282
O -3.7822 -7.7437 2.3039 0.0166
N -1.7681 -6.8631 1.8096 0.1585
N -1.9259 -8.6032 3.2483 0.1472
H -0.7676 -6.8421 1.9128 0.0682
H -2.2124 -6.1936 1.1950 0.1138
H -2.4921 -9.2782 3.7454 0.1113
H -0.9282 -8.6133 3.3773 0.0959
```